1.
Entry from the Open Molecules 2025 dataset: a molecular structure, C15H52Br2N10O16V in a non-equilibrium geometry (ωB97M-V/def2-TZVPD).

Last column: Löwdin spin population.
Positions of all 96 atoms, in Å:
O: 12.86869 14.14410 15.30392  -0.133
V: 12.67902 13.39940 13.97005  1.082
Br: 10.19061 12.75647 13.88117  0.003
Br: 12.83653 11.98018 11.33119  0.000
C: 14.23974 5.87960 15.21929  0.000
C: 15.59193 6.47992 14.84229  0.000
O: 15.46734 7.89857 14.92449  0.000
O: 13.19070 6.19904 14.33377  0.000
H: 13.97344 6.25765 16.23084  0.000
H: 14.26230 4.77857 15.30365  0.000
H: 15.89115 6.09132 13.83651  0.000
H: 16.28912 6.07573 15.63336  0.000
H: 16.09501 8.27109 14.29082  0.000
H: 13.47028 6.13031 13.39850  0.000
C: 8.07317 11.72459 11.32207  0.000
C: 8.48323 12.68906 10.22672  0.000
O: 9.14339 12.06911 9.18800  0.000
O: 6.98510 10.86698 10.74554  0.000
H: 7.65837 12.25970 12.17633  0.000
H: 8.89576 11.11513 11.72906  0.000
H: 9.12751 13.45135 10.59201  0.000
H: 7.58397 13.09135 9.81146  0.000
H: 9.90266 11.56516 9.53320  0.000
H: 7.27298 10.38963 9.92090  0.000
C: 17.64829 11.47044 11.64273  0.000
C: 16.17226 11.52392 11.36872  0.000
O: 15.45495 10.82744 12.40349  0.000
O: 18.01738 12.46796 12.66965  0.000
H: 18.19198 11.81789 10.76472  0.000
H: 17.97624 10.47864 11.96653  0.000
H: 15.95475 11.06341 10.39474  0.000
H: 15.75554 12.59665 11.24705  0.000
H: 14.49445 10.96747 12.26182  0.000
H: 17.74376 12.08033 13.52103  0.000
C: 16.64105 11.94874 16.97424  0.000
C: 17.11352 10.76054 16.12575  0.000
O: 17.34323 11.09930 14.74443  0.000
O: 17.54575 13.12934 16.75526  0.000
H: 16.70941 11.63749 18.00860  0.000
H: 15.64445 12.30800 16.76897  0.000
H: 16.46884 9.85300 16.35003  0.000
H: 18.08696 10.42097 16.51424  0.000
H: 16.52251 11.27382 14.30400  0.000
H: 18.28779 12.92984 16.17339  0.000
C: 14.43235 6.92636 10.79030  0.000
O: 14.59880 6.18457 11.76956  0.000
N: 14.93847 8.22423 10.70662  0.000
N: 13.84608 6.45688 9.69354  0.000
H: 14.97720 8.84449 11.48291  0.000
H: 14.98288 8.66150 9.79693  0.000
H: 13.69283 5.46529 9.71498  0.000
H: 13.66820 7.06322 8.89581  0.000
C: 13.64666 9.30490 7.26546  0.000
O: 14.52513 8.81769 7.93955  0.000
N: 13.82898 10.13330 6.21099  0.000
N: 12.34610 9.04662 7.64272  0.000
H: 13.07163 10.40195 5.55114  0.000
H: 14.72566 10.27782 5.83258  0.000
H: 11.54545 9.54260 7.27301  0.000
H: 12.21599 8.82164 8.61903  0.000
C: 12.63680 10.68486 15.50062  0.003
O: 12.97556 11.45832 14.57055  0.017
N: 11.49912 10.86414 16.21512  0.002
N: 13.40754 9.62114 15.76404  0.000
H: 11.12850 10.21666 16.88096  0.000
H: 10.90729 11.56915 15.76969  0.000
H: 14.19858 9.54361 15.18276  0.000
H: 13.22719 8.81029 16.33462  0.000
C: 11.48232 15.38395 12.16500  0.003
O: 12.48657 14.93541 12.77635  0.014
N: 11.09159 14.89753 10.94361  0.000
N: 10.70849 16.35988 12.55644  0.000
H: 10.26046 15.26393 10.53962  0.000
H: 11.27995 13.89242 10.79637  0.000
H: 10.04248 16.78123 11.95835  0.000
H: 11.01968 17.01316 13.27937  0.000
C: 15.50153 14.74436 13.72277  0.002
O: 14.71914 13.83570 13.42353  0.005
N: 15.23189 15.79236 14.53987  0.000
N: 16.68241 14.84621 13.14793  0.002
H: 16.00399 16.28112 15.00016  0.000
H: 14.32181 15.83146 14.98373  0.000
H: 17.44724 15.44666 13.50533  0.000
H: 17.18313 14.05258 12.73464  0.000
C: 10.24237 7.27315 15.64048  0.000
O: 10.37648 6.67881 14.36911  0.000
H: 9.36637 7.97260 15.77666  0.000
H: 10.05312 6.59450 16.44996  0.000
H: 11.09943 7.82510 15.91702  0.000
H: 11.35763 6.46317 14.31427  0.000
C: 10.03513 7.85672 10.62293  0.000
O: 10.58495 9.12373 10.36220  0.000
H: 9.36751 7.68072 9.71680  0.000
H: 10.75260 7.02206 10.75543  0.000
H: 9.43169 7.90060 11.55626  0.000
H: 11.06680 9.58309 11.07260  0.000

Values from the calculation:
LUMO energy (spin up / spin down)   0.155 / 0.163 eV
HOMO energy (spin up / spin down)   -8.445 / -8.450 eV
<S²>   0.76
Orbital gap (spin up / spin down)   8.6 / 8.6 eV
2S+1   2

2.
Entry from the Open Molecules 2025 dataset: 13 unconnected molecules or ions with the total composition C15H53F3N22O14 in a non-equilibrium geometry (ωB97M-V/def2-TZVPD).

Last column: Mulliken charge in e.
Positions of all 107 atoms, in Å:
O: -4.15287 -24.93395 -33.90910  -0.305
H: -3.25739 -25.26262 -34.01726  0.434
H: -4.29237 -24.32330 -33.18160  0.406
H: -4.78737 -25.63177 -33.73008  0.423
C: -3.72650 -21.68175 -30.00130  0.068
O: -4.84582 -20.73291 -29.85324  -0.130
O: -4.24986 -22.85453 -30.40612  -0.814
C: -2.50115 -20.91365 -30.57090  0.760
F: -1.64682 -21.83894 -31.07261  -0.323
F: -2.82813 -20.16117 -31.65333  -0.283
F: -1.73007 -20.22561 -29.73970  -0.228
C: -4.76673 -19.44978 -29.37608  -0.058
C: -6.15592 -18.78561 -29.25166  -1.302
H: -6.65149 -18.60715 -30.20594  0.303
H: -6.62393 -19.23836 -28.37755  0.299
H: -6.01946 -17.79608 -28.81542  0.407
H: -4.14296 -18.94369 -30.11289  0.207
H: -4.29015 -19.59309 -28.40632  0.086
H: -3.52648 -21.72757 -28.93080  0.020
C: -8.32313 -23.38018 -27.15685  0.717
O: -8.89827 -23.56389 -26.11033  -0.691
N: -8.81341 -23.01189 -28.25692  -0.266
N: -7.06128 -23.40606 -27.35058  -0.301
H: -9.72300 -22.58512 -28.35999  0.134
H: -8.18704 -23.17174 -29.03294  0.152
H: -6.42359 -23.47603 -26.57047  0.185
H: -6.68109 -23.35558 -28.28492  0.071
C: -0.43197 -21.44062 -25.31144  0.640
O: -0.34541 -22.16384 -26.25688  -0.651
N: -1.48375 -20.66631 -25.16064  -0.381
N: 0.36202 -21.36950 -24.34756  -0.385
H: -1.57146 -20.01714 -24.39189  0.158
H: -2.12112 -20.62631 -25.94310  0.196
H: 0.08635 -20.74831 -23.60041  0.174
H: 1.30367 -21.64097 -24.59187  0.250
C: 2.67389 -17.75334 -31.92056  0.697
O: 3.34597 -18.37810 -31.12310  -0.701
N: 3.07713 -16.74603 -32.55566  -0.347
N: 1.43717 -18.05827 -32.17819  -0.348
H: 2.35904 -16.24824 -33.06226  0.159
H: 3.94137 -16.28099 -32.31707  0.234
H: 1.10295 -18.94141 -31.81978  0.155
H: 0.83866 -17.41496 -32.67624  0.156
C: -2.22180 -15.89258 -35.01700  0.664
O: -1.01333 -15.93501 -34.81883  -0.693
N: -3.09583 -16.88043 -34.90748  -0.335
N: -2.71654 -14.75699 -35.37163  -0.401
H: -2.70981 -17.81055 -34.98462  0.180
H: -4.09636 -16.77041 -34.82402  0.188
H: -3.68015 -14.81183 -35.66923  0.178
H: -2.06919 -13.99781 -35.52876  0.216
C: -6.46835 -14.90487 -25.82377  0.665
O: -5.69241 -14.08463 -26.13487  -0.567
N: -6.26804 -16.17161 -25.39037  -0.377
N: -7.76398 -14.80945 -26.17035  -0.443
H: -5.54910 -16.40617 -24.72088  0.205
H: -6.93386 -16.89187 -25.63117  0.167
H: -8.01668 -13.97276 -26.67650  0.205
H: -8.51754 -15.47508 -26.07447  0.154
C: -2.90666 -28.61001 -30.41615  0.729
O: -3.17988 -28.21931 -31.56976  -0.694
N: -2.99368 -27.89526 -29.37731  -0.370
N: -2.76976 -29.84007 -30.08860  -0.426
H: -2.69838 -28.21632 -28.46636  0.170
H: -3.33912 -26.98599 -29.64930  0.203
H: -2.34776 -30.11452 -29.21299  0.177
H: -2.90781 -30.49630 -30.84385  0.218
C: -7.39847 -27.16838 -31.54110  0.606
O: -6.97363 -26.66259 -32.52996  -0.650
N: -7.14012 -26.81039 -30.32636  -0.365
N: -8.29944 -28.03488 -31.57500  -0.374
H: -6.44343 -26.07917 -30.33329  0.184
H: -7.24906 -27.43196 -29.53776  0.210
H: -8.53110 -28.64978 -30.80797  0.154
H: -8.77918 -28.23915 -32.44000  0.224
C: -11.31970 -18.67128 -31.37410  0.657
O: -11.18196 -18.02209 -32.37793  -0.677
N: -11.20556 -18.18467 -30.17471  -0.411
N: -11.77996 -19.85720 -31.37223  -0.370
H: -10.81383 -17.26965 -30.00330  0.232
H: -11.06607 -18.85345 -29.43081  0.184
H: -11.89720 -20.35401 -32.24375  0.221
H: -12.03812 -20.42863 -30.58045  0.163
C: -0.48000 -15.34993 -27.39862  0.667
O: 0.42286 -15.53780 -26.57991  -0.704
N: -1.47548 -14.59516 -27.16406  -0.364
N: -0.54108 -15.93827 -28.54323  -0.367
H: -1.50956 -14.13929 -26.26343  0.199
H: -2.33408 -14.56560 -27.69513  0.162
H: 0.16701 -16.65632 -28.59891  0.221
H: -1.43628 -15.86031 -29.00436  0.188
C: -7.93537 -22.15372 -34.77072  0.704
O: -6.98008 -21.75738 -35.36370  -0.642
N: -8.06988 -22.12784 -33.47028  -0.274
N: -9.02501 -22.82425 -35.14853  -0.364
H: -8.87580 -22.53226 -33.01529  0.114
H: -7.42818 -21.62796 -32.87156  0.137
H: -9.68801 -23.17700 -34.47318  0.134
H: -9.21673 -23.06689 -36.11002  0.198
C: -7.77312 -16.16088 -35.23794  0.689
O: -6.82700 -15.77713 -35.88775  -0.671
N: -8.80163 -15.38141 -34.98826  -0.401
N: -7.86674 -17.34544 -34.70820  -0.295
H: -9.54609 -15.82620 -34.47052  0.150
H: -8.67202 -14.38115 -34.93557  0.228
H: -7.08985 -17.98948 -34.75035  0.190
H: -8.64092 -17.50007 -34.07826  0.125

Values from the calculation:
LUMO energy   -1.050 eV
HOMO energy   -7.146 eV
Orbital gap   6.1 eV

3.
Entry from the Open Molecules 2025 dataset: 14 unconnected molecules or ions with the total composition C15H58N12O14 in a non-equilibrium geometry (ωB97M-V/def2-TZVPD).

Last column: Mulliken charge in e.
Positions of all 99 atoms, in Å:
C: -1.28042 3.60464 -0.28187  -0.627
C: -0.69042 3.29364 -1.62587  0.255
O: -1.59342 2.67764 -2.43687  -0.794
H: -0.42542 3.84564 0.28813  0.147
H: -1.72142 2.74364 0.17013  0.005
H: -1.99442 4.41364 -0.17087  0.346
H: 0.11658 2.55964 -1.55287  -0.349
H: -0.23942 4.20864 -1.94787  0.727
H: -1.90642 1.98664 -1.88187  0.389
C: -2.89342 -1.75536 -2.20087  0.229
O: -3.49442 -2.43036 -3.28287  -0.784
N: -1.92142 -0.83436 -2.38287  0.417
N: -3.08842 -2.22036 -0.98687  -0.299
H: -1.53342 -0.75236 -3.37587  -0.009
H: -1.32742 -0.45036 -1.60387  -0.699
H: -3.86542 -2.88836 -0.83587  0.267
H: -2.21042 -2.43136 -0.50687  0.303
C: -3.90842 1.24764 -0.03687  0.260
O: -4.33542 2.22664 0.83913  -0.903
N: -3.78142 -0.00336 0.23913  -0.125
N: -3.64542 1.38864 -1.27387  -0.100
H: -3.89642 -0.30936 1.20913  0.462
H: -3.34642 -0.85736 -0.20687  -0.048
H: -4.09142 2.27164 -1.68187  0.304
H: -3.25042 0.67264 -1.88387  0.036
C: 4.13458 0.11064 -1.08587  0.294
O: 4.77058 1.32264 -1.32087  -0.784
N: 3.93958 -0.72536 -1.98787  -0.177
N: 3.90358 -0.30236 0.13013  0.049
H: 3.96358 -0.32036 -2.91387  0.326
H: 3.10858 -1.33236 -1.86187  0.029
H: 4.22558 0.24464 0.94513  0.245
H: 3.46158 -1.17136 0.42513  -0.019
C: -1.88142 1.97264 3.13913  -0.144
O: -1.41842 1.29864 2.05313  -1.631
N: -3.13642 2.04964 3.31113  -0.452
N: -1.12342 2.45764 4.14913  -0.342
H: -3.57142 2.09564 2.36913  0.337
H: -3.55242 2.68664 4.05613  0.242
H: -0.07242 2.56964 3.92013  0.239
H: -1.46542 2.97764 5.00213  0.233
C: -0.31342 -3.82536 0.92613  0.137
O: -0.24042 -5.17336 0.90813  -0.827
N: -0.71642 -3.13236 -0.10587  -0.033
N: 0.04158 -3.13636 1.96813  0.033
H: -0.95542 -3.63136 -0.93987  0.308
H: -0.67342 -2.06136 -0.12487  -0.547
H: 0.04358 -3.68736 2.86613  0.235
H: 0.16958 -2.09336 2.12913  0.077
C: 0.16758 -0.06936 -4.59487  0.423
O: 1.25358 -0.89336 -4.74687  -0.705
N: -1.03842 -0.29636 -4.97787  -0.461
N: 0.30158 1.11464 -4.06787  -0.182
H: -1.21342 -1.17336 -5.42787  0.228
H: -1.83042 0.44264 -4.95687  0.295
H: 1.21958 1.36664 -3.67987  0.107
H: -0.40042 1.75464 -3.74687  0.185
C: 2.19458 -3.29236 -3.16287  -1.045
O: 1.44958 -2.47636 -2.24387  -0.154
H: 1.74958 -3.33436 -4.12787  0.285
H: 2.51558 -4.24936 -2.76687  0.351
H: 3.03458 -2.62136 -3.33087  0.396
H: 0.96858 -3.03536 -1.61087  0.064
C: 3.41358 -3.48936 0.27513  -1.078
O: 2.44958 -2.62736 0.84413  -0.698
H: 4.38358 -3.37236 0.66913  0.427
H: 3.47058 -3.61736 -0.82587  0.126
H: 3.27158 -4.44336 0.74313  0.518
H: 1.61458 -3.08536 1.01013  0.230
C: 2.43058 3.77164 -0.28987  -0.097
O: 2.29258 4.25264 -1.58787  -0.566
H: 2.21158 2.75964 -0.16987  -0.233
H: 1.74458 4.29864 0.43213  0.351
H: 3.48758 4.06764 -0.04687  0.236
H: 2.53358 3.68564 -2.36287  0.342
C: 0.61258 0.12764 -0.42887  0.747
O: -0.79242 -0.27436 -0.07387  5.559
H: 1.29358 -0.55936 0.03813  -0.465
H: 0.82658 1.09264 0.01113  -0.603
H: 0.74858 0.15364 -1.53787  -0.339
H: -1.05342 0.30664 0.62313  -1.222
C: 1.66458 2.48264 2.43713  -0.243
O: 1.55858 2.34864 3.83413  -0.637
H: 2.35358 1.67864 2.02913  0.231
H: 2.24158 3.44164 2.22913  0.477
H: 0.75258 2.59964 1.86813  -0.172
H: 2.37658 2.34064 4.29313  0.341
C: 1.71958 -1.22436 3.57113  -0.912
O: 0.49958 -0.76336 3.11313  -0.278
H: 1.60758 -2.20836 3.95113  0.456
H: 1.97458 -0.63336 4.43913  0.426
H: 2.50858 -1.10536 2.87913  0.186
H: 0.60058 0.20264 3.03113  -0.031
C: -2.78342 -1.47936 2.92813  -0.601
O: -3.83842 -0.57536 2.95713  -0.788
H: -2.96442 -2.57436 2.82813  0.296
H: -2.27842 -1.28236 3.78913  0.598
H: -2.13042 -1.19536 2.09513  -0.039
H: -3.49142 0.26164 3.30113  0.433

Values from the calculation:
LUMO energy   -0.232 eV
HOMO energy   -9.126 eV
Orbital gap   8.9 eV